1.
Below is C48H40ClNP3PtSe as an isolated structure, with properties calculated with ωB97M-V with the def2-TZVPD basis set.

Summary:
frontier orbital gap	6.4189	eV
HOMO level	-9.319	eV
charge	+1
molar mass	1033.27	u
LUMO level	-2.9	eV
relative energy (zero: lowest compared OMol25 entry of this formula, charge and spin)	0.0	kcal/mol
maximum force	0.9	eV Å⁻¹
energy	-160896.4243	eV

```
95
Properties=species:S:1:pos:R:3:forces:R:3:mulliken_charge:R:1
H -2.858 -2.389 1.397 -0.08 -0.04 -0.07 0.61
H -1.375 -4.734 1.439 0.00 0.01 -0.02 0.54
H -5.558 0.222 3.654 0.00 -0.01 0.01 0.44
C 1.249 3.627 3.697 0.01 -0.01 -0.03 -0.72
C -0.499 -3.168 2.638 -0.24 0.02 -0.01 0.73
Pt -0.498 -0.763 -0.015 0.43 0.38 -0.06 2.43
H 1.489 4.920 -1.146 0.00 0.01 -0.01 0.52
H -0.974 0.555 -3.115 -0.08 -0.02 0.01 0.20
H 0.050 6.608 -0.038 0.01 0.00 0.01 0.44
C 2.788 -5.858 -0.642 -0.02 0.00 0.06 -0.55
H 4.733 -0.329 -2.779 0.00 0.00 -0.01 0.47
H 2.860 2.582 0.912 0.00 -0.02 -0.01 0.47
H 4.061 0.129 2.102 0.00 0.02 0.01 0.45
C 1.739 -4.896 1.291 0.00 0.02 0.00 -0.45
H -4.263 -0.173 -0.400 0.02 0.00 0.02 0.59
C -0.263 5.573 -0.083 0.05 -0.10 -0.05 -0.65
C -4.642 -3.578 1.325 0.00 0.02 0.00 -0.59
H -4.749 -3.585 2.404 0.00 0.01 0.00 0.52
C -2.563 1.225 -4.389 -0.02 0.02 0.05 -0.70
C -3.850 2.004 -2.055 -0.01 0.09 0.04 -0.27
C -3.702 1.188 3.172 -0.01 -0.07 -0.07 -1.13
C -2.598 1.398 -1.988 -0.03 -0.08 0.01 0.98
Se -1.920 -2.058 -1.530 -0.61 -0.20 0.04 -0.30
C -4.468 2.192 -3.281 0.09 -0.04 -0.05 -0.80
H 1.173 -2.993 -1.466 -0.01 -0.04 0.03 0.12
C -1.483 5.177 0.445 0.02 -0.14 -0.04 -0.96
H 6.677 -0.167 -1.263 0.01 0.00 -0.01 0.41
H -2.056 0.928 -5.296 0.00 -0.01 -0.02 0.47
H -5.900 -0.651 1.364 -0.02 -0.01 0.00 0.50
C 2.193 2.552 1.765 0.04 0.03 -0.01 -0.66
H -2.819 3.559 0.778 -0.02 0.00 -0.03 0.47
C -4.833 0.433 2.879 0.01 0.03 0.01 -0.89
H 1.176 4.487 4.349 0.00 0.01 0.00 0.42
C 1.558 -3.803 -0.855 0.01 -0.03 0.00 -0.33
C 1.444 1.409 2.031 0.22 0.02 -0.10 1.21
C -1.183 -3.118 4.945 0.02 0.05 -0.04 -0.76
C -1.050 2.876 -0.230 -0.57 -0.15 0.46 0.60
C 3.295 -0.188 -1.195 0.08 -0.14 0.06 -0.27
H -1.131 -2.669 5.927 0.01 0.00 0.01 0.45
C -3.563 -2.910 0.757 0.04 0.12 0.14 -0.51
C 2.317 -4.815 -1.425 -0.03 0.05 -0.03 -0.80
C -3.825 1.799 -4.448 -0.01 0.01 0.02 -0.63
C -2.987 1.000 0.876 0.00 -0.08 0.05 0.89
C 2.502 -5.899 0.718 0.00 0.04 -0.07 -0.78
H -0.155 2.459 4.827 -0.01 0.00 0.01 0.47
C -1.955 1.017 -3.160 0.09 -0.04 -0.07 -0.40
H 6.336 0.033 1.175 0.01 0.00 0.00 0.44
C 0.547 4.635 -0.701 -0.02 0.16 0.05 -0.65
H 3.372 -6.650 -1.091 0.02 0.00 -0.01 0.41
H -4.309 1.944 -5.405 0.00 0.00 -0.01 0.40
C 0.587 1.387 3.129 -0.04 -0.03 0.07 -0.89
C 4.202 0.017 1.033 0.07 0.07 -0.09 -0.51
C -3.397 -2.887 -0.620 0.17 -0.10 -0.09 0.65
C -5.419 -4.188 -0.854 0.02 0.02 0.03 -0.64
C -0.444 -2.580 3.899 -0.04 -0.08 0.05 -0.80
C -1.863 3.847 0.365 -0.01 0.15 0.15 -0.50
P -1.725 1.177 -0.412 0.14 0.22 -0.64 -0.32
H -1.908 2.062 2.409 0.04 0.00 0.00 0.87
C 2.090 3.660 2.594 -0.05 -0.04 0.03 -0.70
P 0.394 -2.464 1.251 0.09 0.02 -0.27 0.04
H 1.506 -4.939 2.348 -0.01 0.01 0.01 0.44
H 2.532 -4.793 -2.485 0.00 0.00 -0.01 0.45
C 0.501 2.487 3.966 -0.01 0.01 -0.04 -0.41
H -6.140 -4.677 -1.495 -0.01 -0.01 0.00 0.40
H -2.556 -4.649 5.545 0.00 0.00 0.01 0.42
H -2.141 5.899 0.909 -0.01 0.00 0.01 0.46
H 2.375 -1.756 2.359 -0.02 0.20 0.07 0.43
H -6.411 -4.744 0.971 -0.01 -0.01 0.01 0.42
C -4.108 0.225 0.596 -0.12 0.05 0.00 -1.20
C 0.138 3.312 -0.774 0.52 0.09 -0.40 0.95
C -5.573 -4.224 0.528 0.08 0.05 -0.05 -0.82
C 3.103 -0.056 0.176 0.01 0.29 -0.39 0.88
C -1.316 -4.280 2.421 0.12 -0.07 0.10 -0.45
H 2.445 -0.279 -1.857 -0.08 0.04 -0.02 0.49
H -4.348 2.341 -1.155 -0.01 -0.07 0.02 0.34
H 0.185 -1.716 4.068 0.01 0.02 -0.01 0.38
C -5.033 -0.047 1.595 0.03 0.03 -0.02 -0.93
H -5.449 2.644 -3.325 -0.01 0.02 0.00 0.46
N 1.528 -1.402 1.923 0.22 -0.41 0.39 0.19
H -0.020 0.511 3.327 0.02 -0.02 -0.01 0.37
H 2.673 4.547 2.382 0.01 0.01 -0.01 0.45
H -2.677 -5.676 3.298 -0.01 0.00 -0.01 0.46
C -4.343 -3.525 -1.422 -0.03 -0.02 -0.08 -0.74
C 1.267 -3.841 0.507 0.12 -0.09 -0.05 0.74
C -1.983 -4.230 4.729 -0.01 -0.03 -0.02 -0.61
P 1.472 -0.022 0.927 -0.47 -0.14 0.71 -0.45
H -3.540 1.559 4.175 0.00 0.02 0.01 0.50
Cl 1.187 2.245 -1.676 -0.15 -0.04 0.15 -0.13
H -4.239 -3.501 -2.500 0.02 -0.01 0.01 0.42
C 5.673 -0.141 -0.860 0.01 0.00 0.01 -0.52
H 2.869 -6.713 1.328 0.00 -0.02 0.00 0.43
C -2.051 -4.810 3.467 0.05 0.03 0.02 -0.68
C 5.484 -0.027 0.511 0.00 -0.02 0.02 -0.87
C 4.583 -0.228 -1.713 -0.05 -0.04 0.06 -1.01
C -2.780 1.466 2.176 0.01 -0.01 0.03 -0.33
```
Forces are in eV/Å.


2.
Below is a 9-piece molecular cluster, C48H40O30 overall at a distorted geometry, with properties calculated with ωB97M-V with the def2-TZVPD basis set.

Summary:
frontier orbital gap	6.0276	eV
HOMO level	-8.681	eV
molar mass	1096.82	u
LUMO level	-2.7	eV
relative energy (zero: lowest compared OMol25 entry of this formula, charge and spin)	95.4	kcal/mol
SMILES	O=C1C=C(O)C(=O)C=C1O.O=C1C=C(O)C(=O)C=C1O.O=C1C=C(O)C(=O)C=C1O.O=C1C=C(O)C(=O)C=C1O.O=C1C=C(O)C(=O)C=C1O.O=C1C=C(O)C(=O)C=C1O.O=C1C=C(O)C(=O)C=C1O.CC(C)=O.CC(C)=O
maximum force	16.9	eV Å⁻¹
energy	-111817.8660	eV

```
118
Properties=species:S:1:pos:R:3:forces:R:3:mulliken_charge:R:1
O -3.339 1.247 3.744 0.65 -0.29 -0.77 -0.53
C -1.282 -6.640 2.129 -5.36 -2.78 0.13 0.38
O -3.840 1.958 1.138 -13.15 6.77 -1.48 -0.45
C 1.851 2.135 -5.759 -3.40 -1.92 -2.03 0.88
C 0.312 -6.008 -2.090 -2.63 -5.06 0.21 -0.20
O -0.916 -0.132 4.417 2.78 -1.11 1.19 -0.36
H 0.816 -5.116 -2.193 0.90 2.08 0.48 0.03
C -2.261 -4.301 3.451 4.24 2.56 1.05 0.07
O 0.191 -0.414 -2.786 -0.65 -1.03 0.44 -0.65
O 3.068 2.170 2.630 -0.45 -2.65 1.30 -0.68
H 0.062 1.697 -6.991 -0.03 -0.01 0.56 0.34
O -2.242 6.330 -1.320 0.79 0.02 -1.48 -0.58
C -6.620 4.004 3.098 5.19 -3.58 0.59 0.42
H 2.373 0.632 -2.545 0.80 0.34 0.18 0.54
H -1.452 0.618 4.214 -0.49 1.24 -0.52 0.27
C 1.148 -1.914 0.206 -2.23 -1.60 0.55 -0.30
C -0.231 -1.595 0.465 7.65 1.30 -0.94 -1.36
C -3.126 -5.490 3.395 -4.83 0.22 1.64 0.75
O -0.115 2.123 0.662 -2.31 -5.73 -1.17 -0.12
C -6.079 3.739 4.497 5.19 -2.79 2.06 0.33
C 3.008 -3.908 -4.517 -0.32 4.40 -6.55 -0.84
C 3.252 -3.022 -5.726 -2.24 -3.61 2.33 -0.01
H 1.256 6.965 -0.337 -3.18 1.72 0.41 0.36
C -2.458 6.191 -0.140 1.12 -0.64 -1.48 0.54
C 2.623 -1.120 4.535 -3.84 11.17 -5.82 -1.41
O 1.673 4.181 0.456 0.13 -0.40 0.68 -0.47
C 1.930 0.910 -3.480 2.73 3.59 -4.06 -0.69
H 0.544 2.708 0.884 3.26 2.36 0.46 0.26
O -7.598 4.571 2.946 -5.76 3.78 -0.61 -0.46
H -4.973 6.900 2.064 -5.34 3.08 2.19 0.73
C -1.678 5.445 0.737 3.65 -3.73 5.30 -0.18
H 0.433 -6.701 -1.130 -0.45 2.75 -1.33 0.04
H -0.596 5.001 0.305 -3.48 1.16 1.45 -0.13
H -6.285 3.889 0.785 1.49 -1.89 3.73 0.24
O 3.446 -1.203 -0.217 -4.41 0.77 0.86 -0.82
C -2.098 5.171 2.139 3.42 -0.95 -5.11 0.22
C 2.502 1.849 -4.495 0.93 -2.80 4.80 -0.08
C 2.568 1.222 3.288 -5.03 4.48 -0.06 1.36
C -4.960 2.631 4.684 -4.88 4.48 -0.33 -0.52
C 2.221 -0.866 0.057 4.01 -1.02 -0.87 0.47
O 4.935 -1.952 -6.941 -1.14 0.84 -1.53 -0.63
C 0.522 1.478 -6.022 -1.14 -3.53 4.10 -0.72
O 1.589 -3.230 0.180 -11.82 5.00 6.52 -0.29
H -0.795 -5.997 -2.421 1.59 0.63 0.89 0.30
H 2.423 1.451 0.226 -0.03 -1.82 -0.14 0.38
H -1.867 4.307 3.663 -5.17 -0.37 8.25 0.33
O 0.869 -5.594 1.876 -5.31 0.51 1.72 -0.63
H -0.981 -2.240 0.494 -2.82 -3.16 0.19 1.34
H 2.700 6.862 -0.968 2.00 0.71 -3.00 0.59
O 4.526 0.038 3.405 -0.33 0.95 -1.03 -0.59
H -1.093 -8.522 1.717 -0.42 -0.60 0.12 0.32
C -5.901 3.423 1.929 4.35 -2.35 -1.59 -0.56
C 2.088 6.396 -0.313 2.77 -2.41 4.19 -1.54
O 0.678 -2.064 5.539 0.29 0.99 -1.38 -0.61
C 5.186 -3.382 -3.589 1.45 3.10 -5.10 0.21
O -2.698 -3.196 4.202 -3.46 -3.04 -0.90 -0.57
H -3.800 -3.377 4.481 4.57 0.20 -1.37 0.44
C 0.446 0.041 4.433 -0.96 4.77 -4.30 0.57
H -4.697 2.413 5.721 0.21 -0.04 -0.47 0.35
H -3.497 -7.366 2.585 0.30 -0.74 -0.24 0.42
O -1.374 4.310 2.975 3.29 2.39 -9.37 -0.38
O 2.433 -2.871 -6.796 -5.92 -5.64 14.84 -0.41
C -0.060 0.533 -5.025 -0.91 3.67 -2.42 0.52
O -4.040 7.959 -0.324 0.88 -3.57 1.70 -0.44
C 4.572 -2.459 -5.897 2.71 0.18 -0.50 1.02
C 1.766 -8.029 -2.393 2.23 0.20 2.08 -1.25
C 0.893 -7.002 -3.107 0.01 1.18 2.75 0.77
H -4.679 8.187 0.344 -1.06 1.32 -0.06 0.36
O 2.282 2.798 -6.674 1.43 0.95 0.55 -0.60
H 2.736 -2.618 -7.498 6.40 4.93 -12.06 0.23
H 5.369 -3.571 -1.769 0.27 -0.57 0.01 0.37
O -3.672 5.545 3.826 0.54 -0.12 -1.43 -0.68
C -3.389 5.705 2.615 0.14 -1.05 3.29 0.76
C 1.837 0.483 0.240 -5.99 4.07 0.88 -0.24
O 0.631 -6.966 -4.272 0.36 -0.49 -0.78 -0.60
H 2.911 -7.691 -2.085 -3.20 -0.48 -0.90 0.16
H 1.358 -8.658 -1.517 0.15 1.82 -0.92 0.30
H -6.217 4.229 6.240 3.07 -4.67 9.25 0.28
C -4.255 2.007 3.544 -2.20 1.87 1.76 0.31
O -1.465 0.244 -5.020 5.70 -2.51 4.25 -0.41
C 0.688 0.213 -3.670 -1.15 1.63 -2.16 0.81
C 0.351 0.819 0.458 6.54 2.63 0.07 1.02
C -0.850 -4.320 2.968 -7.16 -1.33 1.41 -1.33
C -4.716 2.509 2.199 -0.72 1.13 -4.43 0.56
H 1.013 3.406 -2.033 0.61 3.24 0.72 -0.03
H 3.897 3.014 -5.066 0.09 0.71 -1.17 0.33
H -1.831 0.644 -5.719 -2.16 2.44 -4.29 0.26
C 5.559 -2.635 -4.927 -2.26 -4.54 8.58 -0.76
O 5.961 -3.420 -2.532 -0.13 0.59 -0.21 -0.49
H 2.308 4.369 -2.356 6.38 -0.75 -3.23 0.89
O -4.341 -5.453 3.875 4.37 0.63 -1.38 -0.67
O 3.647 -4.822 -2.458 0.86 2.68 -3.07 -0.71
C -0.370 -5.464 2.296 5.35 -1.41 -1.87 0.66
O -1.782 0.062 0.705 -2.88 0.81 0.67 -0.63
C -0.636 -0.222 0.589 0.89 -1.21 -0.89 0.28
O -0.833 -7.717 1.279 -0.46 3.29 2.15 -0.41
H 3.187 -1.813 4.779 5.43 -6.50 2.28 0.85
C 1.172 -1.188 4.829 1.94 -0.21 1.74 0.68
H -3.113 1.628 1.374 9.42 -4.56 3.93 0.27
C 1.100 1.249 3.758 -1.34 -3.25 1.30 -0.68
C -2.706 -6.658 2.733 6.46 0.20 -2.77 -0.63
O -6.449 4.621 5.542 -2.62 2.16 -11.69 -0.37
C 3.227 0.078 3.730 1.04 -7.73 3.43 0.13
H 0.957 5.293 -2.456 -0.62 0.47 -0.20 0.50
C 3.889 -4.066 -3.490 0.68 -2.42 4.37 0.96
C -4.200 6.425 1.765 6.51 -0.18 -9.35 -1.29
H 2.252 -3.466 -0.245 10.12 -2.43 -6.33 0.12
O 3.756 2.418 -4.345 -2.18 -1.60 1.30 -0.58
H 4.648 0.779 2.717 -0.06 -1.06 1.34 0.40
H 1.813 -8.751 -3.102 1.09 -2.52 -2.39 0.51
C 1.768 4.930 -0.476 -0.24 1.10 -1.40 0.87
H 0.442 2.109 3.436 0.83 -1.16 0.43 0.28
C -3.603 6.807 0.356 -5.41 2.57 6.14 0.62
H 2.131 -4.412 -4.395 -2.48 -1.19 -0.20 0.57
H -0.348 -3.441 3.026 1.78 2.23 0.30 1.20
H 6.409 -2.106 -4.696 1.95 1.36 -0.80 0.44
C 1.493 4.556 -1.901 -6.22 -3.35 2.74 -1.48
H 2.708 6.547 0.645 -1.52 -0.27 -0.92 0.28
```
Forces are in eV/Å.